Entry from the OMol25 dataset: a molecular structure, C37H36ClF4N3O2P2Pd in a non-equilibrium geometry (ωB97M-V/def2-TZVPD).

The HOMO-LUMO gap (spin up / spin down) comes out at 8.48 / 5.79 eV. As for the charge: +2. The expectation value of S² is 6.060. The value obtained for the HOMO energy (spin up / spin down) is -13.482 / -14.402 eV. Its spin multiplicity is 5. The LUMO energy (spin up / spin down) is -5.00 / -8.61 eV. As for the total energy: -92952.761 eV. The value obtained for the energy above the lowest of the compared OMol25 structures with the same formula, charge and spin is 0.741 eV.

XYZ file:
```
86
Properties=species:S:1:pos:R:3:forces:R:3:mulliken_charge:R:1
Pd 0.115036 -0.038313 0.081188 0.30 -0.88 0.26 -0.253
C 1.415454 -2.361295 1.655718 0.16 -0.15 -0.04 -1.048
N 1.325097 -2.045431 0.221006 -0.25 0.41 0.21 0.967
C 2.659935 -2.070193 -0.396972 0.09 -0.07 -0.03 -1.211
C 0.439171 -2.960727 -0.513871 -0.03 -0.09 0.03 -1.291
C -0.992434 -2.911049 -0.038964 0.06 0.07 0.03 -0.836
N -1.480248 -1.545364 -0.177249 -0.24 0.14 -0.01 0.053
C -2.792737 -1.307611 -0.279315 0.03 -0.01 -0.14 0.013
C -3.210251 -0.050188 -0.799990 0.16 -0.17 0.15 0.161
F -2.263646 0.823546 -1.126744 0.23 0.17 -0.06 -0.230
C -4.520850 0.262099 -1.017059 -0.20 -0.08 0.07 -0.063
F -4.834725 1.451888 -1.515108 0.00 0.06 -0.06 -0.253
C -5.517533 -0.653437 -0.708518 -0.09 0.04 0.01 -0.342
C -5.157979 -1.873036 -0.157122 -0.09 0.02 0.01 0.097
F -6.097980 -2.737454 0.193022 -0.02 -0.02 0.01 -0.319
C -3.842023 -2.209712 0.055114 0.03 0.11 -0.05 0.969
F -3.565778 -3.367067 0.632830 0.06 -0.16 0.07 -0.371
H 1.672178 -3.416155 1.800375 0.03 0.00 -0.03 0.344
H 0.477249 -2.153339 2.162290 -0.07 -0.02 0.00 0.186
H 2.193617 -1.747673 2.102349 -0.02 0.01 -0.03 0.368
H 3.053672 -3.091485 -0.379411 -0.03 -0.01 0.03 0.477
H 3.342959 -1.433629 0.158223 -0.01 0.00 0.04 0.131
H 2.599335 -1.737119 -1.430446 -0.04 -0.01 0.00 0.448
H 0.813497 -3.986338 -0.427781 0.05 -0.01 0.02 0.375
H 0.473916 -2.679201 -1.565048 0.05 0.01 -0.09 0.385
H -1.086522 -3.243852 0.997828 -0.02 0.02 0.05 0.463
H -1.575875 -3.601858 -0.645895 -0.07 -0.02 -0.01 0.608
H -6.560276 -0.418104 -0.881201 0.03 0.00 0.02 0.545
C -1.029849 3.410013 2.790649 -0.10 0.03 -0.09 -1.103
N -0.762926 2.322199 1.815378 0.45 -0.22 0.09 1.037
P -0.708456 0.662256 2.325366 -0.15 0.49 -0.25 1.644
C 0.214071 0.632790 3.879782 0.02 -0.10 -0.20 0.955
C -0.431492 0.818938 5.104239 0.04 0.02 0.03 -1.042
C 0.317881 0.923833 6.266211 -0.08 -0.01 0.04 -0.784
C 1.702218 0.833522 6.215393 0.02 -0.02 0.00 -0.670
C 2.344269 0.612310 5.003511 0.04 -0.04 -0.03 -1.277
C 1.604885 0.505629 3.835422 -0.01 -0.02 0.07 -0.288
C -2.396086 0.249048 2.794980 -0.03 -0.09 -0.11 0.954
C -2.606118 -0.993932 3.400668 0.04 0.01 -0.02 -0.499
C -3.886779 -1.392336 3.747135 0.01 -0.03 -0.01 -0.715
C -4.964778 -0.550533 3.494720 -0.02 0.01 -0.03 -0.692
C -4.760554 0.680786 2.886843 -0.05 0.02 -0.06 -0.614
C -3.479803 1.079107 2.523742 0.03 0.00 -0.01 -0.585
P 0.128016 2.631285 0.406272 -0.50 0.95 0.62 1.235
C 1.360814 3.880004 0.760766 0.09 -0.23 -0.20 0.980
C 1.333567 5.112593 0.094605 0.01 -0.02 0.02 -1.028
C 2.274425 6.079107 0.409098 0.01 0.04 -0.04 -0.769
C 3.249615 5.822780 1.363930 -0.02 -0.03 -0.01 -0.677
C 3.289721 4.593075 2.014911 0.02 0.00 0.01 -0.813
C 2.357065 3.619506 1.711296 -0.04 0.00 0.09 -0.346
C -0.917227 3.282102 -0.888553 0.21 -0.30 0.00 0.522
C -2.178031 3.825973 -0.639840 -0.08 0.02 -0.02 -0.235
C -2.887257 4.384680 -1.688709 -0.07 -0.01 0.09 -0.797
C -2.362102 4.371548 -2.977285 0.03 -0.02 -0.01 -0.549
C -1.120232 3.799039 -3.228636 0.02 -0.03 0.03 -0.905
C -0.395665 3.241900 -2.186908 -0.03 0.08 -0.07 -0.719
H -1.228978 2.984710 3.769961 -0.01 -0.07 0.03 0.452
H -1.900457 3.989948 2.484424 0.02 -0.01 -0.01 0.334
H -0.176904 4.079219 2.879791 0.06 -0.03 -0.02 0.354
H -1.512068 0.875410 5.155353 0.03 0.04 0.01 0.446
H -0.184549 1.071248 7.214019 0.03 0.00 -0.03 0.466
H 2.281183 0.920755 7.126172 -0.02 -0.01 -0.03 0.430
H 3.422198 0.511660 4.968343 -0.04 0.01 0.01 0.516
H 2.101954 0.311114 2.894306 0.03 0.14 -0.01 0.390
H -1.759796 -1.637295 3.625926 -0.06 0.00 0.01 0.424
H -4.046444 -2.351293 4.223877 0.01 0.03 -0.01 0.470
H -5.964720 -0.855146 3.778649 0.04 0.02 -0.01 0.428
H -5.600474 1.339456 2.700088 0.03 -0.03 0.01 0.479
H -3.322048 2.039617 2.045710 -0.04 -0.05 0.01 0.135
H 0.575323 5.325064 -0.646435 0.00 -0.01 0.01 0.444
H 2.243477 7.036829 -0.094214 0.01 -0.03 0.02 0.468
H 3.982960 6.582888 1.600893 -0.01 -0.02 0.00 0.432
H 4.054504 4.391833 2.753965 -0.02 0.01 -0.02 0.500
H 2.396313 2.660432 2.208252 0.00 -0.02 0.02 0.369
H -2.595885 3.832164 0.359240 0.03 -0.02 -0.03 0.112
H -3.856076 4.829569 -1.498727 0.04 -0.01 -0.04 0.477
H -2.930148 4.802982 -3.791676 0.02 0.00 0.02 0.428
H -0.720526 3.777768 -4.234352 -0.03 0.01 0.03 0.464
H 0.564928 2.774109 -2.375818 -0.03 0.01 0.01 0.476
Cl 5.125954 0.722934 0.393908 -0.08 0.03 -0.04 -0.147
C 3.959612 1.291780 -0.820389 -0.01 -0.05 0.18 -0.786
C 2.540391 0.872598 -0.503558 -0.14 0.14 -0.07 0.646
O 1.728155 0.691448 -1.443554 0.24 0.01 0.03 -0.570
O 2.174831 0.762342 0.711666 0.00 0.01 -0.33 -0.001
H 4.250361 0.920140 -1.795449 0.00 -0.03 -0.07 0.485
H 3.996879 2.380692 -0.822010 -0.04 0.04 -0.05 0.284
```
Positions in Å, forces in eV/Å.